{"formula": "C36H82F2I2N4O9PSi", "method": "wB97M-V/def2-TZVPD", "charge": 1, "orbital_gap_ev": 6.04, "e_homo_ev": -10.06, "species": ["C", "C", "I", "C", "N", "C", "N", "C", "C", "F", "F", "C", "C", "Si", "C", "C", "C", "C", "C", "C", "C", "C", "N", "N", "I", "P", "C", "C", "H", "H", "H", "H", "H", "H", "H", "H", "H", "H", "H", "H", "H", "H", "H", "H", "H", "H", "H", "H", "H", "H", "H", "H", "H", "H", "H", "H", "C", "C", "O", "H", "H", "H", "H", "H", "H", "C", "C", "O", "H", "H", "H", "H", "H", "H", "C", "C", "O", "H", "H", "H", "H", "H", "H", "C", "C", "O", "H", "H", "H", "H", "H", "H", "C", "C", "O", "H", "H", "H", "H", "H", "H", "C", "C", "O", "H", "H", "H", "H", "H", "H", "C", "C", "O", "H", "H", "H", "H", "H", "H", "C", "C", "O", "H", "H", "H", "H", "H", "H", "C", "C", "O", "H", "H", "H", "H", "H", "H"], "xyz": [[2.88921, 1.84394, 1.46347], [2.44903, 1.63481, -0.09385], [3.96704, 2.25207, -1.52452], [2.00253, 0.09545, -0.23101], [2.03837, -0.41719, -1.66870], [1.13985, 0.15207, -2.48225], [0.09170, 1.15820, -2.22082], [-0.65048, 1.47050, -3.42451], [-1.88280, 2.54423, -3.64430], [-1.30225, 3.63793, -4.42530], [-2.84162, 1.85967, -4.43092], [-2.41521, 3.16793, -2.27782], [-4.00084, 3.10924, -2.05437], [-4.58836, 2.01136, -0.59446], [-3.19638, 1.34484, 0.53552], [-5.71116, 3.11937, 0.54108], [-5.67583, 0.51986, -1.09666], [-6.98423, 0.73687, -1.92089], [-7.88590, -0.47498, -2.28809], [-7.50766, -1.93052, -1.83640], [-6.19297, -2.18284, -1.04774], [-5.28871, -0.94972, -0.68365], [-0.00522, 0.60915, -4.39120], [1.02564, -0.14992, -3.87853], [1.96672, -1.31529, -5.25215], [3.24163, -1.65788, -1.98951], [4.96095, -1.23216, -1.31983], [2.66786, -3.16645, -0.95064], [4.01869, 1.99426, 1.47967], [2.34033, 2.77813, 1.83703], [2.54466, 0.93186, 2.07417], [1.48673, 2.26139, -0.22090], [0.95676, -0.10697, 0.20985], [2.73193, -0.51758, 0.42266], [-1.79253, 2.69647, -1.43186], [-2.10278, 4.28147, -2.28633], [-4.33251, 4.18794, -1.79329], [-4.61594, 2.81270, -2.96840], [-2.33291, 2.08359, 0.65161], [-2.77124, 0.32112, 0.20296], [-3.62458, 1.16331, 1.59133], [-5.06088, 4.02973, 0.84661], [-6.56704, 3.57714, -0.10839], [-6.09157, 2.56611, 1.46150], [-7.22796, 1.82247, -2.19758], [-8.83867, -0.25262, -2.89511], [-8.20906, -2.79827, -2.09667], [-5.94247, -3.26471, -0.75825], [-4.34536, -1.20245, -0.08715], [-0.31905, 0.59709, -5.37061], [5.39944, -2.18541, -0.83304], [5.63450, -0.93118, -2.20876], [4.97741, -0.42684, -0.50733], [2.54795, -2.89240, 0.15246], [3.37952, -4.04481, -1.11324], [1.63158, -3.47694, -1.33086], [-11.01664, 4.65039, 0.31175], [-9.60561, 4.45032, 0.82764], [-8.81530, 3.78021, -0.14867], [-11.47593, 3.68879, 0.06862], [-11.63554, 5.15901, 1.05461], [-11.01217, 5.24330, -0.60769], [-9.61265, 3.83993, 1.73289], [-9.13560, 5.41074, 1.06200], [-8.80673, 4.33013, -0.94372], [8.91945, 0.21002, 1.58733], [7.58460, -0.34368, 1.13225], [6.56020, 0.62962, 1.31167], [8.87532, 0.50159, 2.63953], [9.71252, -0.52955, 1.46006], [9.18017, 1.10769, 1.01828], [7.31763, -1.22661, 1.71738], [7.61904, -0.62694, 0.07480], [6.79842, 1.40436, 0.78437], [-5.89934, -7.69744, 0.04962], [-5.69273, -6.19717, 0.09165], [-6.60480, -5.55159, -0.78991], [-5.75524, -8.07662, -0.96559], [-5.20114, -8.20676, 0.71874], [-6.92084, -7.95464, 0.34422], [-4.67875, -5.94139, -0.22413], [-5.84765, -5.80953, 1.10407], [-7.49940, -5.77559, -0.49884], [13.26855, 0.20400, 3.21048], [12.08120, -0.09066, 4.10546], [11.26940, -1.10679, 3.52717], [12.93262, 0.52518, 2.22098], [13.89715, 0.98714, 3.64081], [13.87589, -0.69417, 3.06509], [11.46570, 0.80273, 4.23038], [12.41074, -0.42411, 5.09442], [11.81742, -1.89656, 3.42791], [3.54426, 0.05880, 5.90401], [2.42834, 0.40180, 4.93847], [2.53115, -0.39966, 3.76419], [4.51987, 0.22087, 5.43685], [3.48022, 0.66947, 6.80749], [3.49787, -0.99594, 6.18834], [2.49046, 1.45049, 4.63942], [1.44896, 0.23046, 5.39542], [2.46563, -1.32599, 4.03676], [6.44583, -3.54378, 5.42021], [5.10916, -4.09392, 4.96425], [4.08968, -3.11546, 5.13883], [6.40037, -3.24830, 6.47154], [7.23665, -4.28735, 5.29680], [6.71170, -2.64936, 4.84876], [4.83717, -4.97322, 5.55142], [5.14436, -4.38098, 3.90839], [4.33281, -2.34336, 4.60901], [0.10495, 4.03613, -8.10987], [1.18982, 3.27240, -7.37691], [1.24811, 3.66880, -6.01273], [0.29106, 5.11172, -8.05692], [0.05834, 3.73757, -9.15983], [-0.87180, 3.85848, -7.64993], [2.16455, 3.47127, -7.82683], [1.00199, 2.19338, -7.41677], [0.39121, 3.48151, -5.61216], [-8.07070, -7.57599, 3.66386], [-9.20394, -7.26511, 2.70613], [-9.09214, -8.06682, 1.53534], [-7.10404, -7.39206, 3.18708], [-8.14171, -6.96256, 4.56519], [-8.08755, -8.63057, 3.95401], [-9.17050, -6.21667, 2.40197], [-10.17439, -7.45842, 3.17353], [-9.13143, -8.99235, 1.81085], [2.96484, 5.33567, -3.47916], [3.42036, 6.63666, -2.84832], [4.37027, 7.28274, -3.68626], [3.81570, 4.67038, -3.64637], [2.23887, 4.82536, -2.84092], [2.50814, 5.51803, -4.45610], [3.89484, 6.44841, -1.88270], [2.57340, 7.31239, -2.69107], [3.94148, 7.45462, -4.53500]], "mulliken_charge": [-0.473, -0.223, -0.032, -1.191, 0.243, 0.268, 0.032, -0.425, 1.302, -0.343, -0.270, -0.703, -0.603, 0.229, -0.980, -0.731, 0.709, -0.285, -0.528, -0.463, -0.242, -0.196, 0.201, -0.478, 0.323, -0.059, -0.574, -0.959, 0.237, 0.370, 0.019, 0.407, 0.295, 0.501, -0.001, 0.300, 0.366, 0.415, 0.286, 0.150, 0.342, 0.287, 0.079, 0.301, 0.147, 0.276, 0.317, 0.263, 0.144, 0.366, 0.365, 0.337, -0.038, 0.277, 0.385, 0.295, -1.078, -0.291, -0.431, 0.273, 0.346, 0.339, 0.274, 0.277, 0.255, -1.082, -0.226, -0.452, 0.251, 0.343, 0.370, 0.308, 0.202, 0.264, -0.963, -0.184, -0.504, 0.340, 0.336, 0.151, 0.316, 0.228, 0.281, -1.018, -0.223, -0.476, 0.254, 0.331, 0.323, 0.270, 0.287, 0.271, -1.065, -0.151, -0.501, 0.245, 0.371, 0.292, 0.307, 0.274, 0.297, -0.957, -0.239, -0.484, 0.270, 0.360, 0.240, 0.281, 0.255, 0.202, -1.014, -0.183, -0.322, 0.253, 0.371, 0.285, 0.310, 0.130, 0.203, -0.905, -0.292, -0.507, 0.175, 0.334, 0.338, 0.264, 0.291, 0.290, -0.501, -0.422, -0.524, 0.161, 0.135, 0.277, 0.275, 0.279, 0.300]}